*a*
ORCA calculation (ωB97M-V/def2-TZVPD) on C6H6N2O2 in the gas phase.

LUMO level: 0.30 eV
structure (SMILES): C=Cc1cc(=O)[nH]c(O)n1
HOMO energy: -9.07 eV
Kohn-Sham gap: 9.367 eV

ORCA input file:
```
! wB97M-V def2-TZVPD RIJCOSX def2/J DEFGRID3
* xyz 0 1
H 2.7723 0.4827 0.8167
C -1.2515 0.5951 0.3974
C 0.8332 1.1443 1.4613
C 2.1815 0.9454 1.6239
C -2.0244 -0.1084 -0.6779
N 0.7350 -0.4430 -0.3554
N -1.2433 -0.8911 -1.4157
H -1.8677 1.1697 1.1703
C 0.0407 0.3812 0.4419
O -3.2924 0.0590 -0.7638
H 0.3150 1.7086 1.9860
H -1.7172 -1.5197 -2.1239
O 0.6129 -1.9798 -2.1576
H 2.5817 1.6662 2.4714
H 1.2952 -2.0707 -1.6669
C 0.0289 -1.1396 -1.2074
*
```

For reference, the Löwdin charges in units of e are: number 1, H, carries 0.057; number 2, C, carries 0.058; number 3, C, carries -0.091; number 4, C, carries 0.042; number 5, C, carries -0.408; number 6, N, carries 0.181; number 7, N, carries 0.200; number 8, H, carries 0.158; number 9, C, carries -0.322; number 10, O, carries -0.007; number 11, H, carries 0.003; number 12, H, carries 0.217; number 13, O, carries 0.177; number 14, H, carries 0.097; number 15, H, carries -0.009; number 16, C, carries -0.351

---

*b*
ORCA calculation (ωB97M-V/def2-TZVPD) on a 2-piece molecular cluster, C6H6N2O2 overall.

LUMO level: -0.06 eV
structure (SMILES): O=c1cc[nH]c(=O)[nH]1.C#C
HOMO energy: -8.33 eV
Kohn-Sham gap: 8.264 eV

ORCA input file:
```
! wB97M-V def2-TZVPD RIJCOSX def2/J DEFGRID3
* xyz 0 1
H -1.0294 2.8935 -0.3060
C -0.9562 1.7480 -0.2803
C 2.6619 0.1470 -0.8600
O 1.7834 -0.2672 1.0817
H 2.1648 -2.0764 -0.7560
C -1.9326 0.8349 -0.4283
C 0.6544 -0.0310 0.5941
O -2.6148 -1.4192 -0.0515
H -2.9563 1.3255 -0.6091
H 1.0577 2.0576 0.6568
C -1.8039 -0.5284 -0.1072
H -0.5632 -1.9459 0.4943
N -0.4008 -0.9007 0.1820
C 2.3796 -1.0217 -0.8081
N 0.2802 1.3462 0.4677
H 2.8018 1.2248 -0.9303
*
```

For reference, the Löwdin charges in units of e are: number 1, H, carries 0.144; number 2, C, carries -0.018; number 3, C, carries -0.012; number 4, O, carries -0.052; number 5, H, carries 0.060; number 6, C, carries -0.050; number 7, C, carries -0.514; number 8, O, carries 0.086; number 9, H, carries 0.147; number 10, H, carries 0.169; number 11, C, carries -0.468; number 12, H, carries 0.205; number 13, N, carries 0.171; number 14, C, carries -0.014; number 15, N, carries 0.091; number 16, H, carries 0.054

---

*a* is favored, and the nearest alternative lies 2.266 eV above it.

---

*a*
ORCA calculation (ωB97M-V/def2-TZVPD) on a 2-piece molecular cluster, C6H6N2O2 overall.

LUMO level: 0.29 eV
structure (SMILES): O=c1cc[nH]c(=O)[nH]1.C#C
HOMO energy: -9.44 eV
Kohn-Sham gap: 9.729 eV

ORCA input file:
```
! wB97M-V def2-TZVPD RIJCOSX def2/J DEFGRID3
* xyz 0 1
C 1.3956 1.0129 -0.3784
H -3.4650 2.4177 0.9412
C 1.4265 0.6989 0.9867
C 0.9819 -0.4020 1.7035
C -3.6069 0.2938 -0.1257
H -3.5706 -0.7218 -0.4313
N 0.9936 -0.1363 -1.0655
C -3.3827 1.3847 0.3910
N 0.5561 -1.4208 0.9023
H 0.2626 -2.2682 1.2198
H 0.8212 -0.0296 -2.0940
H 0.9299 -0.7047 2.7120
O -0.4887 -1.9973 -1.0916
O 1.7001 2.0689 -0.8607
H 1.6471 1.5267 1.6486
C 0.3248 -1.3040 -0.4496
*
```

For reference, the Löwdin charges in units of e are: number 1, C, carries -0.535; number 2, H, carries 0.068; number 3, C, carries -0.008; number 4, C, carries -0.015; number 5, C, carries -0.027; number 6, H, carries 0.007; number 7, N, carries 0.191; number 8, C, carries -0.039; number 9, N, carries 0.103; number 10, H, carries 0.117; number 11, H, carries 0.176; number 12, H, carries 0.120; number 13, O, carries 0.041; number 14, O, carries 0.095; number 15, H, carries 0.112; number 16, C, carries -0.406

---

*b*
ORCA calculation (ωB97M-V/def2-TZVPD) on C6H6N2O2 in the gas phase.

LUMO level: 0.90 eV
structure (SMILES): COn1ccc2ocnc21
HOMO energy: -8.13 eV
Kohn-Sham gap: 9.031 eV

ORCA input file:
```
! wB97M-V def2-TZVPD RIJCOSX def2/J DEFGRID3
* xyz 0 1
O -1.9145 0.0014 -0.6210
C 0.8381 1.9612 0.0324
H -3.0193 -1.4997 -0.6339
H -1.5887 -1.6821 0.5204
H 3.3477 -1.9925 -0.1821
C -2.5156 -1.0363 0.1363
N 1.3722 -1.6014 -0.0917
C 1.5629 0.6651 0.0172
N -0.8401 0.4557 0.1409
O 2.7981 0.1228 0.0338
H 1.4045 2.8446 0.0763
H -1.2580 2.3582 -0.2234
H -3.0507 -0.6711 1.0699
C 2.6358 -1.2303 -0.0690
C -0.4944 1.7112 -0.0449
C 0.7219 -0.4068 -0.1612
*
```

For reference, the Löwdin charges in units of e are: number 1, O, carries -0.157; number 2, C, carries 0.024; number 3, H, carries 0.054; number 4, H, carries 0.121; number 5, H, carries 0.117; number 6, C, carries -0.079; number 7, N, carries 0.118; number 8, C, carries -0.211; number 9, N, carries -0.027; number 10, O, carries 0.082; number 11, H, carries 0.084; number 12, H, carries 0.105; number 13, H, carries 0.105; number 14, C, carries -0.149; number 15, C, carries -0.135; number 16, C, carries -0.053

---

*a* is favored, and the nearest alternative lies 3.205 eV above it.

---

*a*
ORCA calculation (ωB97M-V/def2-TZVPD) on C4H10O2 in the gas phase.

LUMO level: 0.74 eV
structure (SMILES): CC(C)(O)CO
HOMO energy: -10.05 eV
Kohn-Sham gap: 10.797 eV

ORCA input file:
```
! wB97M-V def2-TZVPD RIJCOSX def2/J DEFGRID3
* xyz 0 1
H -1.3349 -0.9093 -1.4123
H -1.0352 1.6336 -0.9501
H -2.2555 -0.7924 0.0939
O 0.0552 -0.3126 1.5780
H -0.9950 -2.0349 -0.0816
C -0.7288 1.4102 0.0788
H 0.0271 2.1411 0.3841
C 1.1009 -0.2958 -0.5236
C -1.2651 -1.0018 -0.3212
H 1.0809 0.1294 -1.5322
H 0.9603 0.0389 1.6732
H -1.6020 1.5399 0.7281
H 1.2229 -1.3848 -0.5897
C -0.2192 -0.0293 0.2176
O 2.1835 0.2816 0.2083
H 2.8050 -0.4137 0.4487
*
```

For reference, the Löwdin charges in units of e are: number 1, H, carries 0.090; number 2, H, carries 0.085; number 3, H, carries 0.088; number 4, O, carries -0.023; number 5, H, carries 0.087; number 6, C, carries -0.028; number 7, H, carries 0.086; number 8, C, carries -0.188; number 9, C, carries -0.034; number 10, H, carries 0.129; number 11, H, carries 0.084; number 12, H, carries 0.087; number 13, H, carries 0.129; number 14, C, carries -0.629; number 15, O, carries -0.063; number 16, H, carries 0.099

---

*b*
ORCA calculation (ωB97M-V/def2-TZVPD) on a 2-piece molecular cluster, C4H10O2 overall.

LUMO level: 0.44 eV
HOMO energy: -9.16 eV
Kohn-Sham gap: 9.599 eV

ORCA input file:
```
! wB97M-V def2-TZVPD RIJCOSX def2/J DEFGRID3
* xyz 0 1
C -1.4664 1.9336 1.0939
C 0.4289 -0.5177 -0.0804
H 0.6616 -0.4610 0.9983
H 0.9191 1.3414 -0.3211
H -0.9888 1.2488 1.8342
H -1.3188 -0.6124 -1.3470
O -0.4314 2.5379 0.5310
H -0.7737 3.1274 -0.1602
O 1.1183 0.5110 -0.7725
H -1.5879 -1.2248 0.3110
C 0.9655 -1.8326 -0.6258
H 2.0473 -1.8996 -0.4784
H 0.7615 -1.8814 -1.7013
H 0.4845 -2.6872 -0.1380
C -1.0894 -0.4567 -0.2895
H -1.5939 0.4916 -0.0369
*
```

For reference, the Löwdin charges in units of e are: number 1, C, carries 0.007; number 2, C, carries -0.503; number 3, H, carries 0.136; number 4, H, carries 0.054; number 5, H, carries 0.025; number 6, H, carries 0.093; number 7, O, carries -0.083; number 8, H, carries 0.113; number 9, O, carries -0.050; number 10, H, carries 0.094; number 11, C, carries -0.064; number 12, H, carries 0.081; number 13, H, carries 0.085; number 14, H, carries 0.082; number 15, C, carries -0.066; number 16, H, carries -0.001

---

*c*
ORCA calculation (ωB97M-V/def2-TZVPD) on a 2-piece molecular cluster, C4H10O2 overall.

LUMO level: 0.79 eV
structure (SMILES): CCCC=O.O
HOMO energy: -9.79 eV
Kohn-Sham gap: 10.583 eV

ORCA input file:
```
! wB97M-V def2-TZVPD RIJCOSX def2/J DEFGRID3
* xyz 0 1
O -2.8409 0.2152 -2.4985
O 2.3577 -2.4431 5.4879
H -0.1231 -1.0241 -2.0625
C 0.5192 0.8020 0.1385
H 0.4920 1.5515 0.9265
H 0.3140 0.5140 -2.5810
C -0.7341 0.7856 -0.7640
C -0.4975 0.0006 -2.0353
C -1.7288 0.1504 -2.9607
H 2.7470 -1.6056 5.2098
H 0.6613 -0.1088 0.7145
H 1.7247 -2.0934 6.1465
H -1.1010 1.8005 -0.9064
H -1.5688 0.3058 -0.2443
H -1.5776 0.1335 -4.0484
H 1.3558 1.0159 -0.5227
*
```

For reference, the Löwdin charges in units of e are: number 1, O, carries 0.044; number 2, O, carries -0.073; number 3, H, carries 0.123; number 4, C, carries -0.107; number 5, H, carries 0.063; number 6, H, carries 0.108; number 7, C, carries -0.270; number 8, C, carries -0.180; number 9, C, carries -0.247; number 10, H, carries 0.029; number 11, H, carries 0.068; number 12, H, carries 0.044; number 13, H, carries 0.113; number 14, H, carries 0.106; number 15, H, carries 0.113; number 16, H, carries 0.065

---

*a* is favored, and the nearest alternative lies 0.658 eV above it.